# C6H11N2OS

An isolated ion of composition C6H11N2OS and charge +1 (the ωB97M-V functional and the def2-TZVPD basis, the OMol25 dataset).

Geometry as XYZ:
```
21
Properties=species:S:1:pos:R:3:forces:R:3:mulliken_charge:R:1
C -1.523956 1.100898 -0.403553 0.160 1.725 -0.043 0.628
C 1.660513 0.594616 -0.339842 0.343 -0.621 0.820 0.806
C 0.560017 0.108261 0.562582 -1.253 -1.359 -1.665 -0.558
C -0.338636 -0.879501 -0.225829 1.832 -0.284 -1.421 0.069
C 2.774477 1.168163 0.361021 2.326 0.276 3.479 -1.120
C -0.969846 -1.866346 0.667544 0.501 -3.537 -0.929 -1.428
N -1.333699 -0.082575 -0.855702 -0.246 0.176 0.418 -0.209
N -2.375097 1.947934 -0.941136 -0.985 1.085 0.237 -0.387
O 1.548764 0.479853 -1.513896 -0.187 0.000 -1.886 -0.510
S -0.444418 1.570357 0.854855 -0.433 0.386 0.703 -0.136
H 0.755139 -0.415425 1.471404 0.925 0.254 0.753 0.634
H 0.158644 -1.320997 -1.172926 0.029 0.337 2.070 0.464
H 3.143662 2.112957 0.012187 -0.253 0.647 -0.393 0.352
H 3.726003 0.552418 0.339141 -1.291 0.146 -0.091 0.317
H 2.481775 1.259333 1.485252 0.802 0.069 -1.851 0.270
H -1.000749 -1.598743 1.682963 -0.991 1.078 1.244 0.413
H -0.319941 -2.816125 0.815639 -1.103 1.250 -0.964 0.329
H -1.935976 -2.093278 0.157754 0.507 -0.481 1.211 0.354
H -1.770938 -0.440091 -1.654159 -0.889 -0.362 -1.305 0.213
H -3.052925 1.556295 -1.592686 0.086 0.632 0.230 0.238
H -2.503142 2.913411 -0.566689 0.119 -1.415 -0.618 0.259
```
Positions in Å, forces in eV/Å.

Calculated values
electronic energy	-22256.52530	eV
lowest unoccupied orbital energy	-3.33	eV
HOMO level	-0.4980	hartree
ΔE to the lowest compared entry with this formula, charge and spin	1.6	kcal per mole
total charge	+1